Run a
Formula: C3H11NO
Source: the Open Molecules 2025 dataset
Level of theory: ωB97M-V/def2-TZVPD

Last column: natural (NBO) charge in e.
Geometry (Å):
C (2.01, 0.46, -0.44)  -0.641
C (0.52, 0.59, -0.52)  -0.220
N (-0.10, 0.20, -1.87)  -0.664
C (-1.49, 0.70, -1.74)  -0.446
H (2.23, -0.07, 0.43)  0.211
H (2.64, 1.40, -0.21)  0.218
H (2.28, -0.12, -1.30)  0.216
H (0.23, 1.62, -0.39)  0.185
H (-0.13, -0.14, 0.08)  0.173
H (0.21, -0.74, -2.04)  0.364
H (-1.54, 1.52, -2.45)  0.203
H (-2.15, -0.18, -1.87)  0.203
H (-1.76, 1.36, -0.86)  0.198
O (-0.84, -2.61, 4.41)  -0.935
H (-1.76, -2.34, 4.22)  0.467
H (-0.37, -1.65, 4.55)  0.468

As for the SMILES: CCNC.O.

---

Run b
Formula: C3H11NO
Source: the Open Molecules 2025 dataset
Level of theory: ωB97M-V/def2-TZVPD

Last column: natural (NBO) charge in e.
Geometry (Å):
C (-0.58, -0.08, -2.79)  -0.626
C (-1.09, -0.66, -1.40)  -0.051
O (-0.86, 0.43, -0.36)  -0.590
C (0.24, 0.60, 0.45)  -0.229
H (-0.70, -0.84, -3.73)  0.203
H (-1.18, 0.79, -3.05)  0.222
H (0.45, 0.02, -2.74)  0.212
H (-0.44, -1.51, -1.03)  0.168
H (-2.12, -1.00, -1.31)  0.198
H (0.07, 1.44, 1.24)  0.200
H (1.21, 0.77, -0.06)  0.156
H (0.41, -0.41, 0.94)  0.137
N (1.83, -0.27, 3.57)  -1.071
H (2.53, 0.36, 3.08)  0.358
H (1.30, 0.22, 4.22)  0.356
H (1.19, -0.56, 2.81)  0.357

As for the SMILES: CCOC.N.

---

Which structure is the most stable? The one labeled run b.

---

Run a
Formula: C6H6O2
Source: the Open Molecules 2025 dataset
Level of theory: ωB97M-V/def2-TZVPD

Last column: natural (NBO) charge in e.
Geometry (Å):
C (2.06, 0.18, 0.55)  -0.624
C (0.92, 0.27, -0.46)  0.148
C (-0.70, -0.84, -0.22)  0.294
C (-2.01, -1.18, 0.27)  -0.010
C (-1.58, 1.16, -0.13)  0.153
C (-0.49, 0.55, -0.51)  -0.291
H (1.71, -0.06, 1.50)  0.217
H (2.65, -0.76, 0.10)  0.262
H (2.35, 1.26, 0.57)  0.225
H (1.43, 0.30, -1.44)  0.201
H (-2.50, -1.94, 0.50)  0.187
H (-1.78, 2.31, -0.29)  0.223
O (0.49, -1.36, -0.52)  -0.537
O (-2.54, 0.12, 0.09)  -0.446

---

Run b
Formula: C6H6O2
Source: the Open Molecules 2025 dataset
Level of theory: ωB97M-V/def2-TZVPD

Last column: natural (NBO) charge in e.
Geometry (Å):
C (0.49, 1.11, -0.49)  0.601
C (0.27, 0.48, 0.92)  -0.037
C (0.66, -0.48, -0.77)  -0.015
C (-0.83, -0.83, -0.61)  -0.255
C (-1.16, -1.61, 0.62)  -0.463
C (-1.12, -0.09, 0.64)  -0.247
H (0.38, 0.87, 1.93)  0.216
H (1.30, -0.72, -1.58)  0.220
H (-1.45, -0.74, -1.48)  0.227
H (-0.36, -2.33, 0.76)  0.243
H (-2.07, -1.75, 1.17)  0.248
H (-2.01, 0.46, 0.94)  0.242
O (0.67, 2.18, -1.00)  -0.498
O (1.13, -0.59, 0.55)  -0.481

---

Which structure is the most stable? The one labeled run b.

---

Run a
Formula: C6H6O2
Source: the Open Molecules 2025 dataset
Level of theory: ωB97M-V/def2-TZVPD

Last column: natural (NBO) charge in e.
Geometry (Å):
O (1.99, -1.91, -0.78)  -0.496
C (1.18, -1.13, -0.24)  0.492
C (1.36, 0.40, -0.21)  -0.533
C (-0.23, 0.58, -0.43)  -0.226
C (-1.23, 1.24, 0.26)  -0.356
C (-1.01, -0.21, 0.54)  -0.418
C (-0.51, -1.60, -0.03)  0.580
O (-1.12, -2.57, -0.30)  -0.463
H (1.84, 0.46, 0.81)  0.244
H (2.10, 1.04, -0.69)  0.260
H (-0.52, 0.48, -1.52)  0.237
H (-1.17, 1.83, 1.30)  0.242
H (-2.15, 1.66, -0.24)  0.225
H (-0.53, -0.25, 1.51)  0.211

As for the SMILES: O=C1C[C@@H]2C[C@H]2C1=O.

---

Run b
Formula: C6H6O2
Source: the Open Molecules 2025 dataset
Level of theory: ωB97M-V/def2-TZVPD

Last column: natural (NBO) charge in e.
Geometry (Å):
C (-1.59, 0.44, -0.22)  0.128
C (-0.55, 1.33, 0.02)  -0.328
C (0.76, 0.70, 0.64)  0.024
C (1.42, -0.05, -0.52)  -0.179
C (0.67, -1.13, -0.66)  -0.254
C (-0.20, -1.18, 0.57)  0.307
O (-1.52, -0.88, 0.23)  -0.489
O (0.36, -0.27, 1.49)  -0.485
H (-2.52, 0.65, -0.71)  0.200
H (-0.58, 2.41, -0.22)  0.228
H (1.45, 1.34, 1.20)  0.204
H (2.10, 0.51, -1.23)  0.223
H (0.39, -1.68, -1.58)  0.232
H (-0.20, -2.18, 0.98)  0.188

As for the SMILES: C1=C[C@@H]2C=C[C@H](O1)O2.

---

Run c
Formula: C6H6O2
Source: the Open Molecules 2025 dataset
Level of theory: ωB97M-V/def2-TZVPD

Last column: natural (NBO) charge in e.
Geometry (Å):
O (-1.96, -1.75, 0.42)  -0.504
C (-1.30, -1.27, -0.57)  0.429
C (0.00, -0.41, -0.56)  0.031
O (0.64, -0.53, -1.67)  -0.686
C (-0.28, 1.09, -0.42)  -0.161
C (0.20, 1.59, 0.73)  -0.248
C (0.72, 0.40, 1.46)  -0.167
C (0.74, -0.69, 0.60)  -0.224
H (-1.93, -1.18, -1.56)  0.135
H (1.66, -0.27, -1.61)  0.500
H (-0.71, 1.71, -1.31)  0.223
H (0.13, 2.61, 1.15)  0.231
H (1.08, 0.46, 2.44)  0.209
H (1.01, -1.75, 0.91)  0.231

As for the SMILES: O=CC1(O)C=CC=C1.

---

Run d
Formula: C6H6O2
Source: the Open Molecules 2025 dataset
Level of theory: ωB97M-V/def2-TZVPD

Last column: natural (NBO) charge in e.
Geometry (Å):
C (-1.57, 1.36, -0.15)  -0.367
C (0.07, -1.82, 0.45)  -0.353
C (-1.40, 0.08, 0.11)  -0.224
C (-0.09, -0.58, 0.02)  -0.089
C (1.05, 0.31, -0.45)  0.335
C (2.64, 0.40, 0.52)  0.427
O (2.33, -0.29, -0.55)  -0.485
O (1.49, 1.13, 0.57)  -0.511
H (-2.56, 1.99, -0.07)  0.211
H (-0.89, 2.11, -0.46)  0.199
H (0.95, -2.52, 0.39)  0.226
H (-0.76, -2.59, 0.44)  0.211
H (-2.16, -0.58, 0.54)  0.223
H (0.88, 0.98, -1.36)  0.197

---

Which structure is the most stable? The one labeled run b.

---

Run a
Formula: CH4OS3
Source: the Open Molecules 2025 dataset
Level of theory: ωB97M-V/def2-TZVPD

Last column: natural (NBO) charge in e.
Geometry (Å):
C (0.99, 0.35, -0.94)  -0.788
S (-0.82, 0.11, -0.78)  0.384
S (-1.42, 1.61, 0.22)  -0.280
S (-0.47, -1.37, 1.16)  0.783
O (-0.66, -0.28, 2.19)  -0.881
H (1.13, 1.33, -1.66)  0.247
H (1.60, -0.41, -1.43)  0.236
H (1.45, 0.55, -0.05)  0.226
H (-1.81, -1.88, 1.31)  0.073

As for the SMILES: CS(=S)#[SH]=O.

---

Run b
Formula: CH4OS3
Source: the Open Molecules 2025 dataset
Level of theory: ωB97M-V/def2-TZVPD

Last column: natural (NBO) charge in e.
Geometry (Å):
C (-1.32, -0.51, -1.28)  -0.497
S (0.48, -1.44, -0.28)  -0.142
S (-0.24, -1.59, 1.68)  1.258
O (0.33, -0.67, 2.58)  -0.938
S (-2.17, -1.72, 1.75)  -0.431
H (-1.00, 0.50, -0.92)  0.220
H (-2.16, -0.92, -0.67)  0.250
H (-1.21, -0.62, -2.35)  0.220
H (0.47, -2.78, 2.06)  0.060

As for the SMILES: CS[S@@H](=O)=S.

---

Which structure is the most stable? The one labeled run a.

---

Run a
Formula: C3H3BrCl2
Source: the Open Molecules 2025 dataset
Level of theory: ωB97M-V/def2-TZVPD

Last column: natural (NBO) charge in e.
Geometry (Å):
Cl (1.03, -3.40, 1.13)  0.132
C (0.10, -2.52, 0.10)  -0.101
C (-0.48, -1.89, -0.73)  -0.221
Br (-1.60, -0.95, -1.77)  0.197
C (-0.01, 1.75, 0.30)  -0.572
Cl (1.70, 1.30, 0.22)  -0.085
H (0.12, 2.73, -0.31)  0.220
H (-0.63, 1.00, -0.21)  0.219
H (-0.21, 1.99, 1.29)  0.211

As for the SMILES: ClC#CBr.CCl.

---

Run b
Formula: C3H3BrCl2
Source: the Open Molecules 2025 dataset
Level of theory: ωB97M-V/def2-TZVPD

Last column: natural (NBO) charge in e.
Geometry (Å):
C (0.34, -0.06, -0.80)  -0.494
C (-0.26, -1.21, -0.03)  -0.079
C (-0.96, -0.52, -1.10)  -0.110
Cl (0.07, -2.81, 0.20)  0.124
Cl (-1.30, -1.41, -2.67)  -0.027
Br (-2.57, 0.59, -0.64)  0.057
H (0.56, 0.92, -0.44)  0.258
H (1.14, -0.45, -1.47)  0.248
H (-1.56, -0.68, 1.74)  0.024

---

Which structure is the most stable? The one labeled run a.

---

Run a
Formula: C6H12O3
Source: the Open Molecules 2025 dataset
Level of theory: ωB97M-V/def2-TZVPD

Last column: natural (NBO) charge in e.
Geometry (Å):
C (-1.72, -1.53, -1.11)  -0.338
C (-1.02, -0.56, -1.68)  -0.304
C (0.51, -0.47, -1.75)  0.577
C (1.28, -1.58, -1.10)  -0.725
O (1.02, 0.33, -2.52)  -0.550
H (-2.80, -1.55, -1.16)  0.208
H (-1.27, -2.30, -0.51)  0.196
H (-1.51, 0.17, -2.32)  0.220
H (0.94, -2.55, -1.44)  0.231
H (2.33, -1.47, -1.31)  0.242
H (1.14, -1.51, 0.00)  0.235
C (0.23, 0.73, 2.46)  -0.648
C (-0.16, 1.26, 1.09)  0.362
O (-0.80, 2.49, 1.15)  -0.716
O (1.04, 1.31, 0.29)  -0.752
H (-0.66, 0.64, 3.09)  0.220
H (0.71, -0.25, 2.36)  0.217
H (0.94, 1.41, 2.92)  0.212
H (-0.87, 0.57, 0.54)  0.154
H (-0.20, 3.13, 1.56)  0.470
H (0.86, 1.71, -0.56)  0.487

As for the SMILES: C=CC(C)=O.CC(O)O.

---

Run b
Formula: C6H12O3
Source: the Open Molecules 2025 dataset
Level of theory: ωB97M-V/def2-TZVPD

Last column: natural (NBO) charge in e.
Geometry (Å):
C (0.27, 0.64, 0.39)  0.044
C (0.29, -0.65, -0.23)  0.460
C (0.70, 1.86, -0.39)  -0.635
C (0.48, -1.86, 0.62)  -0.695
C (0.51, -0.81, -1.70)  -0.690
C (-1.52, 0.78, 0.69)  0.512
O (0.87, 0.60, 1.68)  -0.741
O (-1.86, -0.39, -0.32)  -0.799
O (-2.02, 1.88, 0.47)  -0.638
H (0.51, 1.18, 2.35)  0.488
H (-2.41, -1.06, 0.13)  0.471
H (-1.67, 0.29, 1.68)  0.096
H (1.76, 1.83, -0.63)  0.209
H (0.12, 1.97, -1.30)  0.227
H (0.47, 2.74, 0.21)  0.238
H (0.25, -2.77, 0.08)  0.220
H (1.54, -1.90, 0.92)  0.260
H (-0.10, -1.79, 1.54)  0.248
H (0.12, -1.76, -2.06)  0.230
H (0.07, 0.01, -2.27)  0.251
H (1.60, -0.80, -1.87)  0.245

---

Which structure is the most stable? The one labeled run a.